Here is a structure of composition C27H43Cl2F9HgN3O5Si from the Open Molecules 2025 dataset. Energies are from ωB97M-V with the def2-TZVPD basis set.

Element x y z (Å)
1 Hg -0.103 0.395 -0.210
2 Cl -0.696 5.950 -5.144
3 Cl -0.495 2.364 -1.449
4 Si -0.412 6.693 -3.230
5 F 0.811 1.358 6.096
6 F -1.589 -1.925 4.384
7 F -1.144 1.736 5.245
8 F 2.566 0.435 4.573
9 F 1.975 -0.859 2.859
10 F 1.578 -1.528 4.893
11 F -2.705 -0.068 4.486
12 F -0.792 -0.176 6.250
13 F -2.421 -1.073 2.550
14 O 0.003 -1.397 -1.410
15 O 0.546 -1.998 1.076
16 O 0.986 2.108 1.288
17 O -0.479 0.345 3.127
18 O 2.578 0.125 -0.113
19 N 0.001 3.290 3.001
20 N 2.758 -0.977 -2.112
21 N -0.057 -3.553 2.635
22 C -1.142 -1.922 -3.313
23 C 2.800 -0.893 -0.758
24 C -0.484 -2.937 -5.511
25 C 1.420 6.535 -2.864
26 C -0.658 -2.946 -4.041
27 C -0.037 2.588 1.848
28 C -1.552 -0.567 -3.796
29 C 2.269 0.108 -2.957
30 C 1.610 -0.420 4.090
31 C -1.468 5.644 -2.103
32 C -1.863 -0.779 3.736
33 C 3.197 -2.182 -2.794
34 C -0.217 0.768 5.455
35 C -0.968 8.489 -3.226
36 C -0.914 4.394 3.199
37 C -2.327 -4.156 -1.049
38 C 0.098 -5.395 -0.368
39 C 1.180 3.238 3.856
40 C 0.255 0.253 4.099
41 C -1.132 -2.056 -1.797
42 C -1.106 -6.089 -0.244
43 C 0.093 -4.092 -0.864
44 C -1.093 -4.501 3.017
45 C -2.315 -5.467 -0.575
46 C 1.293 -3.786 3.151
47 C -0.317 -2.634 1.676
48 C -1.114 -3.488 -1.228
49 H -2.027 8.567 -3.506
50 H -1.726 4.354 2.464
51 H 1.008 -3.502 -0.964
52 H 1.635 6.897 -1.849
53 H -1.261 -0.404 -4.840
54 H -0.328 -3.853 -3.531
55 H 1.730 5.483 -2.935
56 H 1.062 -5.828 -0.104
57 H -0.378 9.083 -3.938
58 H -0.716 -1.969 -5.962
59 H -2.048 -4.215 2.553
60 H -1.355 5.969 -1.059
61 H -1.356 4.405 4.206
62 H -1.061 2.454 1.439
63 H -2.057 -1.566 -1.432
64 H -1.401 -2.544 1.464
65 H 1.934 -2.935 2.889
66 H -1.126 -3.699 -5.966
67 H -3.248 -3.617 -1.302
68 H -1.088 -7.121 0.110
69 H 0.548 -3.203 -5.771
70 H 3.990 -1.933 -3.517
71 H 3.585 -2.878 -2.035
72 H -3.253 -6.010 -0.471
73 H -1.222 -4.528 4.109
74 H 3.030 -1.874 -0.271
75 H -0.826 -5.515 2.684
76 H 0.882 3.207 4.917
77 H 1.452 -0.276 -3.594
78 H 3.088 0.440 -3.618
79 H -2.527 5.715 -2.389
80 H -2.644 -0.416 -3.710
81 H 2.008 7.125 -3.580
82 H 1.704 -4.727 2.741
83 H 2.361 -2.652 -3.339
84 H -0.368 5.341 3.088
85 H -0.841 8.923 -2.223
86 H 1.234 -3.886 4.250
87 H -1.077 0.220 -3.182
88 H 1.906 0.940 -2.339
89 H 1.750 2.339 3.572
90 H -1.163 4.588 -2.161
91 H 1.774 4.146 3.667

Properties
Energy = -104959.7572 eV
Max |F| = 7.459 eV/Å
Relative energy (zero: lowest compared OMol25 entry of this formula, charge and spin) = 53.29 kcal per mole
Charge = -1
Multiplicity = 1
Frontier orbital gap = 5.330 eV
E_HOMO = -3.02 eV

These are the Mulliken partial charges, in e, on atoms 1 to 8: number 1, Hg, carries 2.161; number 2, Cl, carries -0.347; number 3, Cl, carries -0.864; number 4, Si, carries 0.504; number 5, F, carries -0.269; number 6, F, carries -0.269; number 7, F, carries -0.284; number 8, F, carries -0.316

---

Here is the molecule C8H8O3 from the Open Molecules 2025 dataset. Energies are from ωB97M-V with the def2-TZVPD basis set.

Element x y z (Å)
1 O 0.623 -0.692 2.002
2 O 1.802 -2.133 -1.444
3 O -1.398 1.707 -2.554
4 C 0.018 0.062 -1.546
5 C -0.907 1.049 0.921
6 C 0.099 -0.098 0.935
7 C 0.041 -0.291 3.336
8 C -0.986 1.014 -1.428
9 C 1.496 -1.644 -0.403
10 C -1.328 1.571 -0.219
11 C 0.546 -0.565 -0.258
12 H 0.511 -0.457 -2.224
13 H 0.834 -0.859 4.154
14 H -1.094 -0.181 3.395
15 H -1.126 1.349 -3.243
16 H -1.319 1.326 1.987
17 H -2.247 2.232 -0.054
18 H 2.042 -1.925 0.493
19 H 0.318 0.878 3.426

Properties
Energy = -14563.9241 eV
Max |F| = 12.214 eV/Å
Relative energy (zero: lowest compared OMol25 entry of this formula, charge and spin) = 111.26 kcal per mole
SMILES = COc1ccc(O)cc1C=O
Charge = 0
Multiplicity = 1
Frontier orbital gap = 8.547 eV
E_HOMO = -8.41 eV

These are the natural (NBO) partial charges, in e, on atoms 1 to 8: number 1, O, carries -0.505; number 2, O, carries -0.529; number 3, O, carries -0.650; number 4, C, carries -0.227; number 5, C, carries -0.255; number 6, C, carries 0.348; number 7, C, carries -0.312; number 8, C, carries 0.250

---

Here is a structure of composition C25H26BCaN8OS4 from the Open Molecules 2025 dataset. Energies are from ωB97M-V with the def2-TZVPD basis set.

Element x y z (Å)
1 Ca 0.094 0.506 -0.062
2 S -1.463 0.100 -2.319
3 S 2.009 -0.176 -4.883
4 S 1.926 -0.410 -1.975
5 S -0.893 0.277 -5.180
6 O 0.807 0.225 -7.193
7 N -1.723 0.847 1.215
8 N 0.886 1.701 2.608
9 N -0.468 3.605 3.457
10 N 0.356 2.778 -0.221
11 N -1.598 1.991 1.949
12 N 1.156 0.559 1.914
13 N -0.313 4.952 3.536
14 N 0.197 3.489 0.941
15 C 0.666 0.104 -6.010
16 C 1.110 -3.739 -1.866
17 C 0.503 4.782 0.731
18 C 1.796 1.860 3.585
19 C -0.558 6.709 5.236
20 C 0.860 4.930 -0.592
21 C -0.613 5.284 4.779
22 C 1.350 -3.792 -0.499
23 C 0.753 3.653 -1.149
24 C -0.314 0.052 -3.544
25 C -0.987 -3.393 -0.077
26 C -3.755 1.527 1.874
27 C -0.175 -3.504 -2.339
28 C -1.224 -3.332 -1.445
29 C -3.027 0.552 1.182
30 C 2.679 0.802 3.539
31 C 0.301 -3.620 0.395
32 C 2.238 0.012 2.472
33 C 1.018 3.257 -2.566
34 C 2.826 -1.264 1.955
35 C -3.554 -0.695 0.547
36 C 1.078 -0.160 -3.402
37 C -2.813 2.416 2.336
38 C -0.861 3.099 4.654
39 C -0.968 4.141 5.535
40 B -0.242 2.728 2.224
41 H 2.169 -2.109 2.162
42 H -1.259 4.106 6.573
43 H 0.440 7.126 5.097
44 H -0.814 6.775 6.292
45 H 0.147 2.769 -3.005
46 H 2.355 -3.969 -0.133
47 H 1.245 4.143 -3.156
48 H 2.988 -1.224 0.876
49 H -3.439 -1.542 1.227
50 H -1.257 7.327 4.673
51 H -2.225 -3.149 -1.815
52 H 0.474 -3.694 1.463
53 H -4.615 -0.583 0.328
54 H 3.529 0.624 4.179
55 H 3.784 -1.453 2.435
56 H 1.156 5.836 -1.097
57 H 0.432 5.493 1.534
58 H -0.359 -3.448 -3.405
59 H 1.929 -3.864 -2.565
60 H -1.807 -3.297 0.622
61 H -2.935 3.317 2.916
62 H 1.864 2.573 -2.637
63 H -3.037 -0.937 -0.380
64 H -4.823 1.563 2.024
65 H 1.772 2.717 4.239
66 H -1.033 2.040 4.789

Properties
Energy = -102778.1075 eV
Max |F| = 1.971 eV/Å
Charge = 0
Multiplicity = 2
Frontier orbital gap (spin up / spin down) = 8.035 / 6.769 eV
E_HOMO (spin up / spin down) = -7.56 / -8.64 eV

These are the Mulliken partial charges, in e, on atoms 1 to 8: number 1, Ca, carries 1.878; number 2, S, carries -0.375; number 3, S, carries -0.118; number 4, S, carries -0.221; number 5, S, carries -0.123; number 6, O, carries -0.549; number 7, N, carries -1.160; number 8, N, carries 1.518

---

Here is the molecule C6H12O from the Open Molecules 2025 dataset. Energies are from ωB97M-V with the def2-TZVPD basis set.

Element x y z (Å)
1 O -1.444 0.672 1.018
2 C -0.398 0.100 1.797
3 C 1.626 0.275 -1.197
4 C -0.803 0.515 -1.880
5 C -0.121 0.749 0.504
6 C 0.169 0.036 -0.800
7 C -0.482 -1.387 2.032
8 H -0.628 -0.010 -2.825
9 H -0.686 1.590 -2.064
10 H 2.316 -0.073 -0.420
11 H 0.296 1.762 0.545
12 H 0.015 -1.041 -0.661
13 H 1.811 1.345 -1.357
14 H 1.871 -0.247 -2.128
15 H -1.836 0.334 -1.568
16 H -1.427 -1.616 2.536
17 H -0.159 0.681 2.692
18 H -0.456 -1.959 1.101
19 H 0.336 -1.726 2.675

Properties
Energy = -8463.2225 eV
Max |F| = 0.257 eV/Å
Relative energy (zero: lowest compared OMol25 entry of this formula, charge and spin) = 26.09 kcal per mole
SMILES = CC(C)[C@H]1O[C@H]1C
Charge = 0
Multiplicity = 1
Frontier orbital gap = 11.147 eV
E_HOMO = -10.03 eV

These are the natural (NBO) partial charges, in e, on atoms 1 to 8: number 1, O, carries -0.501; number 2, C, carries 0.063; number 3, C, carries -0.604; number 4, C, carries -0.603; number 5, C, carries 0.071; number 6, C, carries -0.250; number 7, C, carries -0.637; number 8, H, carries 0.207

---

Here is a structure of composition C26H72F6NO16S2Sn from the Open Molecules 2025 dataset. Energies are from ωB97M-V with the def2-TZVPD basis set.

Element x y z (Å)
1 Sn -2.487 -2.153 -0.016
2 S -0.410 0.899 1.236
3 S 0.674 0.295 -1.058
4 F -0.436 0.265 -3.453
5 F 0.715 -1.057 2.463
6 F -1.411 -1.048 2.748
7 F -0.344 -1.722 -2.452
8 F 1.409 -0.774 -3.313
9 F -0.198 0.411 3.799
10 O 1.568 -2.802 -0.100
11 O -4.059 -1.705 2.895
12 O -0.497 -3.373 1.389
13 O -1.249 5.227 5.068
14 O -2.360 -1.464 -7.109
15 O 1.987 -0.163 -0.693
16 O -2.992 0.543 -1.203
17 O 4.491 -0.710 3.758
18 O -0.286 4.408 -1.655
19 O 2.634 3.053 -6.132
20 O 2.873 -3.120 6.006
21 O 5.133 3.087 -0.290
22 O 0.616 1.688 -1.398
23 O -1.235 -5.410 -4.478
24 O 0.744 1.708 1.377
25 O -1.716 1.487 1.322
26 N -0.493 -0.184 -0.120
27 C -1.707 -4.520 3.195
28 C -2.110 5.049 3.959
29 C 2.723 -4.641 -1.021
30 C -4.532 -0.785 3.890
31 C 1.453 -3.131 6.132
32 C -0.407 -4.324 2.460
33 C 2.808 -3.155 -0.758
34 C -3.848 0.203 -6.087
35 C 1.041 -1.736 6.592
36 C 0.268 -0.541 -2.684
37 C 3.932 -0.246 2.522
38 C 3.733 2.933 0.031
39 C 1.010 -4.549 -4.884
40 C -2.414 -0.280 -6.299
41 C 3.488 3.340 1.462
42 C -4.076 -1.248 5.253
43 C 1.600 3.659 -5.338
44 C -1.864 3.711 3.319
45 C -3.305 1.463 -2.267
46 C 0.130 -5.762 -4.562
47 C 0.444 5.364 -0.883
48 C -0.330 -0.253 2.684
49 C 4.997 -0.218 1.444
50 C 0.621 2.640 -4.792
51 C -0.255 5.593 0.448
52 C -4.690 1.219 -2.789
53 H -4.808 0.171 -3.085
54 H 2.169 2.492 -6.759
55 H -3.052 -1.624 5.233
56 H 0.423 -4.000 3.097
57 H 3.147 -0.937 2.193
58 H 1.111 4.362 -6.022
59 H 1.565 -1.835 -0.037
60 H 3.710 -2.894 -0.207
61 H -4.096 0.204 3.717
62 H 0.381 -3.302 0.934
63 H 0.249 3.620 -1.789
64 H -2.211 0.882 -0.749
65 H 2.527 -5.207 -0.110
66 H 3.254 -2.648 6.752
67 H 0.367 1.850 -5.502
68 H 1.037 2.227 -3.875
69 H -5.610 -0.656 3.805
70 H 0.448 6.301 -1.442
71 H 0.579 -6.231 -3.690
72 H 1.683 -1.398 7.410
73 H -1.469 -4.826 -5.205
74 H -2.367 -5.175 2.623
75 H 1.475 5.067 -0.683
76 H -4.306 -0.385 -5.297
77 H 2.446 3.252 1.765
78 H 1.167 -3.850 6.905
79 H 1.315 -1.026 5.803
80 H -0.338 3.099 -4.534
81 H 3.225 3.582 -0.684
82 H 4.530 0.030 0.486
83 H -2.002 -0.583 -5.334
84 H -2.041 5.844 3.207
85 H 4.228 -1.601 4.002
86 H 5.655 0.641 1.594
87 H 3.558 1.864 -0.118
88 H 0.737 -3.842 -4.094
89 H 5.225 3.082 -1.245
90 H -3.845 1.260 -5.814
91 H -1.786 0.494 -6.743
92 H 2.057 -4.840 -4.807
93 H -4.771 -1.959 5.697
94 H 3.700 -4.975 -1.379
95 H 4.028 2.792 2.231
96 H -5.515 1.343 -2.086
97 H -2.104 2.927 4.042
98 H 3.436 0.684 2.797
99 H -0.850 3.557 2.946
100 H -3.997 -0.411 5.951
101 H -1.551 5.945 5.628
102 H 2.768 -2.643 -1.721
103 H -4.861 1.877 -3.638
104 H 0.783 -4.131 -5.864
105 H 1.060 -3.382 5.150
106 H -2.200 -3.557 3.348
107 H -0.012 4.896 1.246
108 H -4.376 0.114 -7.035
109 H 1.993 -4.876 -1.794
110 H 0.009 -5.259 2.070
111 H -3.254 2.456 -1.804
112 H -2.569 1.536 -3.069
113 H 0.003 -1.545 6.864
114 H 5.559 -1.144 1.367
115 H -3.142 5.076 4.331
116 H -1.536 -4.964 4.173
117 H -2.465 3.511 2.432
118 H 2.069 4.250 -4.555
119 H 0.160 6.544 0.813
120 H -4.689 -1.898 2.198
121 H -1.315 5.800 0.306
122 H 0.257 -6.413 -5.435
123 H 3.751 4.401 1.454
124 H -2.086 -1.186 -7.986

Properties
Energy = -106173.0466 eV
Max |F| = 3.619 eV/Å
Relative energy (zero: lowest compared OMol25 entry of this formula, charge and spin) = 16.65 kcal per mole
Charge = +1
Multiplicity = 1
Frontier orbital gap = 4.832 eV
E_HOMO = -11.41 eV

These are the Mulliken partial charges, in e, on atoms 1 to 8: number 1, Sn, carries 1.467; number 2, S, carries 0.459; number 3, S, carries -0.155; number 4, F, carries -0.003; number 5, F, carries -0.174; number 6, F, carries -0.166; number 7, F, carries -0.151; number 8, F, carries -0.217

---

Here is the ion C19H34NO4S3 with charge +1 from the Open Molecules 2025 dataset. Energies are from ωB97M-V with the def2-TZVPD basis set.

Element x y z (Å)
1 S 3.414 -3.394 0.929
2 S 0.378 -5.078 -2.395
3 S -1.837 0.397 -2.200
4 O 1.255 3.803 0.925
5 O -2.352 -0.356 2.980
6 O -4.791 -2.332 0.355
7 O -4.093 -0.599 1.553
8 N -0.005 1.700 0.315
9 C 1.257 0.973 -0.198
10 C 0.639 -0.163 -1.073
11 C -2.355 0.977 1.012
12 C 2.035 0.547 1.054
13 C -0.887 -0.269 -0.782
14 C 3.393 2.148 -0.893
15 C 2.387 -1.942 1.274
16 C -0.884 -2.706 -1.653
17 C 2.163 1.738 -1.150
18 C -2.902 -0.076 1.961
19 C 3.014 -0.620 0.847
20 C 0.950 4.856 -1.285
21 C -0.985 0.567 0.490
22 C -3.683 -2.906 2.397
23 C 0.017 -3.825 -1.140
24 C -0.483 2.891 -0.437
25 C -4.228 -1.993 1.341
26 C 0.305 4.174 -0.074
27 C -1.325 -1.730 -0.544
28 H 0.766 -4.240 -3.365
29 H 1.946 5.221 -1.038
30 H -0.442 2.663 -1.499
31 H 2.197 -1.942 2.349
32 H 3.742 2.370 0.107
33 H -0.557 -0.096 1.246
34 H 1.895 4.514 1.032
35 H 0.179 2.003 1.275
36 H 3.924 -2.968 -0.234
37 H -1.534 3.049 -0.211
38 H 2.537 1.424 1.457
39 H -3.043 1.143 0.183
40 H -3.810 -2.511 3.399
41 H 4.118 2.255 -1.688
42 H 0.960 -3.426 -0.760
43 H -0.927 -2.036 0.431
44 H -0.384 4.899 0.367
45 H 3.292 -0.672 -0.208
46 H -0.454 -4.372 -0.322
47 H 1.060 4.181 -2.134
48 H 1.772 1.919 -2.146
49 H 1.418 -2.090 0.791
50 H -1.767 -3.158 -2.105
51 H 1.340 0.220 1.837
52 H -2.416 -1.741 -0.504
53 H 3.926 -0.469 1.424
54 H -2.873 -0.449 -2.159
55 H -2.627 -3.106 2.212
56 H -2.299 1.902 1.592
57 H -0.362 -2.186 -2.460
58 H 1.193 -1.098 -1.054
59 H 0.705 0.168 -2.110
60 H 0.342 5.694 -1.622
61 H -4.217 -3.848 2.306

Properties
Energy = -62433.3503 eV
Max |F| = 1.108 eV/Å
SMILES = C=C[C@]1(CCCS)C[C@@](S)(CCCS)[C@H](CC(=O)OC(C)=O)[N@@H+]1C[C@H](C)O
Charge = +1
Multiplicity = 1
Frontier orbital gap = 8.947 eV
E_HOMO = -11.30 eV

These are the natural (NBO) partial charges, in e, on atoms 1 to 8: number 1, S, carries 0.002; number 2, S, carries 0.002; number 3, S, carries -0.030; number 4, O, carries -0.748; number 5, O, carries -0.534; number 6, O, carries -0.501; number 7, O, carries -0.553; number 8, N, carries -0.390